Entry from the Open Molecules 2025 dataset: C8H26N4O5Pb as an isolated structure at a distorted geometry (ωB97M-V/def2-TZVPD).

Geometry as XYZ:
```
44
Properties=species:S:1:pos:R:3:mulliken_charge:R:1
O -0.406 4.404 1.511 -0.93
H 0.494 4.191 1.189 0.10
Pb 0.187 0.204 0.096 0.85
N -0.937 -0.507 -1.707 0.31
N 1.381 -1.621 -0.826 -0.15
O -2.186 0.032 -2.069 -0.57
O 2.712 -1.958 -0.512 -0.50
C -0.270 -1.344 -2.559 0.33
C 0.989 -1.885 -2.118 0.48
C -0.905 -1.717 -3.838 -1.44
C 1.787 -2.796 -2.963 -1.36
H -1.704 -0.967 -4.086 0.41
H -1.376 -2.741 -3.748 0.28
H -0.123 -1.764 -4.645 0.36
H 2.541 -3.327 -2.324 0.43
H 2.325 -2.224 -3.775 0.26
H 1.103 -3.538 -3.468 0.35
H -2.357 0.847 -1.542 0.31
H 2.952 -1.506 0.330 0.28
O -0.852 -2.457 1.041 -0.67
H -1.439 -1.819 0.572 0.33
H -0.096 -2.459 0.397 0.45
C 1.702 1.684 -0.664 -1.18
H 1.295 2.730 -0.438 0.33
H 1.471 1.164 -1.633 0.33
H 2.465 1.196 -0.026 0.36
O -2.673 3.282 -0.899 -0.69
H -2.319 4.025 -0.359 0.35
H -1.830 2.970 -1.388 0.34
N 1.324 -0.460 2.271 -0.50
C 0.260 -0.654 3.270 -0.60
C -0.488 0.667 3.634 -0.66
C -0.802 1.718 2.549 -0.52
N -1.614 1.195 1.415 -0.44
H 1.855 0.410 2.376 0.28
H 1.954 -1.256 2.101 0.25
H -0.447 -1.402 2.860 0.30
H 0.742 -1.098 4.174 0.41
H -1.456 0.424 4.108 0.33
H 0.126 1.180 4.396 0.34
H -1.375 2.603 2.897 0.43
H 0.146 2.158 2.165 0.14
H -1.769 1.870 0.663 0.29
H -2.388 0.546 1.575 0.22
```

As for the max |F|: 2.7 eV/Å. As for the gap between HOMO and LUMO (alpha / beta): 5.59 / 5.09 eV.

Entry from the Open Molecules 2025 dataset: C8H26NNaO8 as an isolated structure (ωB97M-V/def2-TZVPD).

Geometry as XYZ:
```
44
Properties=species:S:1:pos:R:3:mulliken_charge:R:1
Na 0.467 0.520 -0.915 0.78
N 1.951 2.576 -3.429 0.76
O 2.449 3.700 -3.259 -0.60
O 1.828 2.079 -4.562 -0.60
O 1.648 1.877 -2.399 -0.63
C 0.978 -3.055 1.546 -0.89
C 1.573 -2.719 0.194 -0.34
O 0.700 -1.931 -0.639 -0.39
H 1.719 -3.593 2.144 0.41
H 0.082 -3.675 1.469 0.27
H 0.713 -2.159 2.109 0.12
H 1.840 -3.624 -0.360 0.32
H 2.503 -2.166 0.326 0.29
H 0.014 -2.517 -0.974 0.19
C 2.962 2.368 2.341 -1.09
C 2.864 0.991 1.695 -0.21
O 2.421 1.078 0.349 -0.19
H 3.445 2.324 3.317 0.37
H 1.966 2.793 2.459 0.20
H 3.531 3.035 1.688 0.32
H 2.082 0.441 2.223 0.14
H 3.808 0.445 1.766 0.36
H 3.089 1.496 -0.209 0.18
C -2.133 -1.042 1.245 -0.38
C -3.224 -1.974 0.765 -0.34
O -3.577 -1.590 -0.581 -0.53
H -1.277 -1.075 0.561 -0.15
H -1.767 -1.422 2.202 0.42
H -2.482 -0.021 1.361 0.18
H -4.100 -1.858 1.413 0.29
H -2.901 -3.018 0.776 0.33
H -4.106 -2.274 -0.998 0.27
C -1.790 -0.601 -3.389 -0.78
O -1.597 -0.110 -2.073 -0.29
H -0.883 -0.393 -3.957 0.31
H -1.962 -1.680 -3.395 0.28
H -2.609 -0.082 -3.892 0.26
H -2.253 -0.551 -1.508 0.25
C -1.663 2.829 0.892 -0.63
O -0.407 2.523 0.293 -0.24
H -1.595 2.880 1.984 0.28
H -2.051 3.789 0.544 0.32
H -2.368 2.053 0.608 0.14
H 0.110 3.334 0.270 0.24
```

For the energy relative to the best compared isomer or geometry (same formula, charge and spin), the calculation gives 7.0 kcal per mole. As for the max |F|: 0.9 eV/Å. As for the gap between HOMO and LUMO: 7.31 eV.

Entry from the Open Molecules 2025 dataset: a 5-piece molecular cluster, C8H28NO5 overall at a distorted geometry (ωB97M-V/def2-TZVPD).

Geometry as XYZ:
```
42
Properties=species:S:1:pos:R:3:mulliken_charge:R:1
N 0.162 0.429 -0.308 -0.10
H 0.942 0.212 -0.950 0.33
H 0.579 0.547 0.626 0.31
H -0.440 -0.444 -0.204 0.27
H -0.516 1.138 -0.586 0.43
C -3.478 3.097 -1.800 -1.21
C -3.019 1.645 -1.816 -0.06
O -2.554 1.177 -0.561 -0.48
H -4.536 3.165 -1.519 0.34
H -3.532 3.540 -2.794 0.34
H -2.908 3.680 -1.077 0.32
H -2.256 1.511 -2.584 0.26
H -3.867 1.015 -2.103 0.24
H -2.936 1.640 0.190 0.24
C -3.727 -1.906 0.173 -0.97
C -2.406 -2.367 -0.439 -0.18
O -1.304 -1.741 0.255 -0.60
H -4.454 -2.713 0.133 0.37
H -4.155 -1.068 -0.383 0.11
H -3.588 -1.530 1.185 0.27
H -2.338 -2.181 -1.509 0.23
H -2.355 -3.439 -0.246 0.41
H -0.646 -2.414 0.455 0.25
C 3.170 1.233 3.912 -1.32
C 2.673 0.753 2.539 0.04
O 1.278 0.998 2.354 -0.60
H 4.260 1.184 3.953 0.35
H 2.919 0.474 4.667 0.33
H 2.800 2.192 4.262 0.41
H 2.856 -0.301 2.369 0.20
H 3.293 1.399 1.902 0.20
H 1.065 1.796 2.846 0.26
C 2.791 -1.904 -0.651 -0.27
C 3.440 -0.926 -1.551 -0.31
O 2.635 0.277 -1.602 -0.57
O 1.458 -2.213 -1.065 -0.43
H 2.720 -1.618 0.394 0.01
H 3.405 -2.810 -0.721 0.35
H 3.555 -1.289 -2.573 0.32
H 4.409 -0.618 -1.150 0.34
H 3.115 0.964 -2.072 0.28
H 1.492 -2.587 -1.952 0.28
```

For the energy relative to the best compared isomer or geometry (same formula, charge and spin), the calculation gives 8.8 kcal per mole. As for the max |F|: 2.3 eV/Å. The charge is +1. As for the gap between HOMO and LUMO: 11.20 eV.

Entry from the Open Molecules 2025 dataset: a 5-piece molecular cluster, C8H28NO7 overall at a distorted geometry (ωB97M-V/def2-TZVPD).

Geometry as XYZ:
```
44
Properties=species:S:1:pos:R:3:mulliken_spin:R:1
N -0.433 -0.059 0.411 0.00
H 0.231 0.621 0.755 0.00
H -1.095 0.634 0.093 0.00
H -0.785 -0.657 1.144 0.00
H 0.064 -0.580 -0.297 0.00
C -3.060 -1.174 3.200 0.00
C -2.094 -2.310 2.859 0.00
O -0.902 -1.731 2.379 0.00
H -2.977 -0.805 4.222 0.00
H -4.081 -1.454 2.939 0.00
H -2.880 -0.411 2.443 0.00
H -2.513 -3.109 2.248 0.00
H -1.889 -2.972 3.700 0.00
H -0.315 -1.990 3.093 0.00
C 0.623 -0.923 -3.021 0.00
C 1.766 -1.354 -3.936 0.00
O 2.652 -0.293 -3.940 0.05
O 1.130 -0.757 -1.696 0.02
H -0.293 -1.514 -2.992 0.00
H 0.257 -0.036 -3.537 0.00
H 1.458 -1.633 -4.944 0.01
H 2.258 -2.245 -3.545 0.01
H 3.429 -0.625 -4.396 0.00
H 1.815 -1.429 -1.677 0.00
C 3.768 0.395 2.237 0.10
C 2.757 0.474 1.080 0.10
O 1.661 1.401 1.579 0.34
O 4.091 1.691 2.697 0.31
H 4.657 -0.110 1.859 0.03
H 3.295 -0.015 3.129 0.00
H 2.352 -0.523 0.907 -0.01
H 3.153 0.894 0.155 0.02
H 2.201 2.024 2.072 0.00
H 4.698 2.116 2.088 0.00
C -2.291 1.378 -2.131 0.00
C -2.469 2.555 -1.169 0.00
O -1.860 2.442 0.153 0.01
O -2.667 0.200 -1.337 0.00
H -1.240 1.282 -2.406 0.00
H -2.904 1.531 -3.019 0.00
H -3.531 2.758 -1.028 0.00
H -2.075 3.409 -1.719 0.00
H -2.366 2.919 0.815 0.00
H -3.593 -0.018 -1.466 0.00
```

As for the max |F|: 3.9 eV/Å. The charge is +2. As for the gap between HOMO and LUMO (alpha / beta): 10.12 / 2.39 eV. Its spin multiplicity is 2.

Entry from the Open Molecules 2025 dataset: a 7-piece molecular cluster, C8H30O11 overall at a distorted geometry (ωB97M-V/def2-TZVPD).

Geometry as XYZ:
```
49
Properties=species:S:1:pos:R:3:mulliken_charge:R:1
O -1.345 -9.306 -8.269 -0.56
H -2.267 -9.588 -8.268 0.40
H -1.170 -8.856 -9.079 0.39
O -3.961 -8.877 -11.050 -0.65
H -4.804 -8.501 -10.962 0.31
H -3.342 -8.128 -10.898 0.32
O -1.066 -7.484 -10.140 -0.58
H -1.288 -7.596 -11.030 0.25
H -0.135 -7.223 -10.129 0.30
C -1.533 -12.245 -6.884 0.12
C -2.370 -11.540 -5.779 0.07
O -3.453 -12.454 -5.574 -0.55
O -1.500 -13.622 -6.610 -0.59
H -0.606 -11.695 -7.022 0.25
H -2.076 -12.074 -7.856 0.09
H -2.758 -10.578 -5.996 -0.37
H -1.760 -11.402 -4.917 0.27
H -2.847 -13.166 -5.546 0.36
H -0.631 -13.945 -6.787 0.31
C -5.639 -9.969 -6.633 -0.60
C -4.834 -9.110 -7.589 0.08
O -3.920 -9.905 -8.330 -0.45
O -5.653 -9.418 -5.292 -0.56
H -5.496 -11.093 -6.592 0.21
H -6.730 -9.885 -6.946 0.32
H -4.320 -8.399 -7.018 0.12
H -5.485 -8.563 -8.275 0.43
H -4.167 -9.773 -9.233 0.18
H -4.847 -9.717 -4.886 0.32
C 2.620 -7.621 -9.450 -0.56
C 2.181 -8.605 -8.523 0.15
O 3.259 -9.416 -8.184 -0.57
O 1.577 -6.844 -9.876 -0.58
H 3.070 -8.029 -10.310 0.40
H 3.459 -7.037 -9.150 0.38
H 1.381 -9.151 -8.975 0.09
H 1.824 -8.245 -7.572 0.00
H 2.966 -10.321 -8.086 0.33
H 1.868 -6.282 -10.626 0.27
C -0.418 -6.468 -6.061 -0.13
C -1.790 -7.140 -6.377 0.12
O -2.234 -6.873 -7.651 -0.58
O -0.421 -6.702 -4.664 -0.56
H -0.326 -5.434 -6.293 0.35
H 0.491 -6.905 -6.526 -0.15
H -2.546 -6.583 -5.823 0.45
H -1.835 -8.159 -6.117 -0.07
H -1.960 -7.552 -8.233 0.18
H 0.220 -6.130 -4.188 0.29
```

For the energy relative to the best compared isomer or geometry (same formula, charge and spin), the calculation gives 88.2 kcal per mole. As for the max |F|: 3.5 eV/Å. The SMILES is OCCO.OCCO.OCCO.OCCO.O.O.O. As for the gap between HOMO and LUMO: 9.42 eV.

Entry from the Open Molecules 2025 dataset: a 7-piece molecular cluster, C8H30O7 overall at a distorted geometry (ωB97M-V/def2-TZVPD).

Geometry as XYZ:
```
45
Properties=species:S:1:pos:R:3:mulliken_charge:R:1
C -0.518 1.620 3.646 -0.76
C -0.550 2.949 2.853 -0.30
O -1.503 2.992 1.759 -0.55
H -1.339 1.402 4.315 0.32
H 0.455 1.535 4.173 0.32
H -0.433 0.824 2.927 0.10
H 0.470 2.995 2.409 0.14
H -0.662 3.813 3.478 0.43
H -2.357 3.289 2.177 0.29
C 3.700 -2.176 1.261 -1.15
C 2.798 -1.221 1.973 -0.22
O 1.713 -0.774 1.171 -0.25
H 3.369 -3.159 1.043 0.36
H 4.710 -2.259 1.710 0.34
H 3.859 -1.694 0.273 0.26
H 3.370 -0.307 2.216 0.25
H 2.374 -1.628 2.876 0.34
H 1.115 -1.482 0.952 0.14
C -2.063 0.556 -3.671 -0.69
C -3.179 0.089 -2.793 -0.47
O -2.697 -0.786 -1.793 -0.51
H -1.700 -0.201 -4.363 0.21
H -1.234 0.835 -3.082 0.02
H -2.400 1.408 -4.215 0.41
H -3.909 -0.428 -3.369 0.35
H -3.801 0.846 -2.359 0.39
H -2.526 -0.190 -1.030 0.25
C 1.533 -1.273 -3.244 -1.32
C 1.134 -0.463 -2.041 0.19
O 0.241 -1.165 -1.140 -0.48
H 2.049 -2.172 -2.933 0.33
H 2.291 -0.791 -3.907 0.37
H 0.767 -1.586 -3.966 0.28
H 0.756 0.539 -2.288 0.27
H 1.984 -0.229 -1.345 0.13
H -0.676 -0.900 -1.368 0.21
O -2.838 -2.530 1.839 -0.66
H -2.910 -2.960 0.974 0.32
H -2.636 -1.604 1.677 0.35
O 1.383 1.902 0.360 -0.63
H 1.975 1.956 -0.383 0.26
H 1.643 1.165 0.910 0.28
O -1.589 0.237 0.757 -0.67
H -1.404 1.165 0.967 0.32
H -0.764 -0.143 0.595 0.45
```

For the energy relative to the best compared isomer or geometry (same formula, charge and spin), the calculation gives 13.9 kcal per mole. As for the max |F|: 2.6 eV/Å. The SMILES is CCO.CCO.CCO.CCO.O.O.O. As for the gap between HOMO and LUMO: 11.03 eV.

Number 1: M 465.52 g/mol, DFT total energy -30153.6849 eV. Number 2: M 287.28 g/mol, DFT total energy -31001.2446 eV. Number 3: M 218.31 g/mol, DFT total energy -20471.2421 eV. Number 4: M 250.31 g/mol, DFT total energy -24551.4578 eV. Number 5: M 302.32 g/mol, DFT total energy -31301.1408 eV. Number 6: M 238.32 g/mol, DFT total energy -23114.0771 eV.